Computed, not measured: C39H60OP3S3SiTi as an isolated structure, with the ωB97M-V functional and the def2-TZVPD basis.

Properties
2S+1: 2
HOMO energy (alpha / beta) in eV: -7.13 / -7.14
Energy above the lowest of the compared OMol25 structures with the same formula, charge and spin in kcal per mole: 0.00
Orbital gap (alpha / beta) in eV: 7.3 / 7.5
Electronic energy in hartree: -4955.01834

Atoms and positions in Å:
Ti -0.510 -0.382 0.203
C -3.550 2.197 -2.360
C -2.088 2.606 -2.176
C -1.257 2.211 -3.388
P -1.328 2.202 -0.534
C -2.564 2.954 0.616
C -3.076 4.337 0.216
C -2.045 2.995 2.042
C 0.099 3.369 -0.509
C 0.108 4.590 -1.187
C 1.222 5.407 -1.168
C 2.352 5.011 -0.468
C 2.349 3.806 0.211
C 1.232 2.967 0.213
Si 1.184 1.316 1.147
C 0.826 1.778 2.960
C 1.334 2.954 3.519
C 1.242 3.216 4.874
C 0.652 2.283 5.716
C 0.116 1.126 5.182
C 0.169 0.877 3.810
P -0.604 -0.578 3.013
C 0.440 -2.014 3.556
C 1.916 -1.669 3.415
C 0.186 -2.570 4.957
C -2.260 -0.902 3.806
C -3.432 -0.266 3.064
C -2.437 -0.599 5.298
C 3.011 0.760 1.245
C 3.943 1.355 2.102
C 5.262 0.943 2.148
C 5.700 -0.084 1.322
C 4.798 -0.693 0.471
C 3.462 -0.293 0.444
P 2.252 -1.112 -0.651
C 2.890 -0.457 -2.270
C 2.490 1.002 -2.424
C 2.570 -1.250 -3.531
C 2.799 -2.875 -0.693
C 1.837 -3.755 -1.500
C 2.962 -3.476 0.697
H -3.934 2.719 -3.237
H -4.184 2.470 -1.518
H -3.665 1.132 -2.534
H -2.082 3.708 -2.132
H -1.383 1.158 -3.632
H -0.192 2.406 -3.252
H -1.591 2.796 -4.244
H -3.392 2.229 0.568
H -2.261 5.060 0.150
H -3.765 4.700 0.980
H -3.611 4.339 -0.728
H -1.218 3.700 2.152
H -1.682 2.023 2.381
H -2.845 3.308 2.715
H -0.755 4.911 -1.755
H 1.215 6.343 -1.709
H 3.234 5.637 -0.457
H 3.247 3.506 0.733
H 1.804 3.687 2.875
H 1.638 4.138 5.277
H 0.596 2.463 6.780
H -0.350 0.415 5.851
H 0.202 -2.792 2.823
H 2.210 -0.914 4.146
H 2.173 -1.281 2.429
H 2.516 -2.563 3.586
H 0.432 -1.836 5.724
H 0.837 -3.430 5.122
H -0.837 -2.901 5.119
H -2.333 -1.994 3.669
H -3.448 0.814 3.210
H -4.360 -0.662 3.475
H -3.429 -0.465 1.996
H -2.377 0.472 5.485
H -1.725 -1.100 5.947
H -3.435 -0.921 5.598
H 3.636 2.153 2.766
H 5.952 1.420 2.829
H 6.730 -0.411 1.351
H 5.135 -1.497 -0.169
H 3.983 -0.499 -2.126
H 1.407 1.107 -2.523
H 2.946 1.413 -3.326
H 2.809 1.614 -1.583
H 1.501 -1.316 -3.732
H 2.976 -2.260 -3.505
H 3.032 -0.739 -4.376
H 3.771 -2.867 -1.204
H 1.028 -4.086 -0.851
H 2.359 -4.644 -1.855
H 1.385 -3.265 -2.359
H 2.006 -3.458 1.223
H 3.693 -2.958 1.314
H 3.265 -4.518 0.609
S -3.386 -1.678 -3.207
C -2.425 -1.108 -2.013
S -2.932 -0.721 -0.391
S -0.672 -0.945 -2.166
C -2.094 -4.222 -0.349
C -1.521 -3.472 0.827
O -0.484 -2.557 0.408
H -2.811 -4.952 0.020
H -1.319 -4.762 -0.894
H -2.610 -3.551 -1.037
H -1.042 -4.143 1.553
H -2.291 -2.868 1.327
H -0.479 -2.502 -0.566



Computed, not measured: C39H61N12Pb as an isolated structure, with the ωB97M-V functional and the def2-TZVPD basis.

Properties
HOMO energy (alpha / beta) in eV: -15.11 / -15.02
Charge: +3
Orbital gap (alpha / beta) in eV: 5.6 / 4.9
Electronic energy in hartree: -2371.59801

Atoms and positions in Å:
Pb 0.345 0.054 0.487
C -1.810 3.732 -1.643
N -1.772 2.835 -0.489
C -2.557 1.618 -0.606
C -1.012 3.083 0.596
N -0.497 2.066 1.293
C -0.116 2.277 2.688
C -0.441 1.063 3.556
N 0.377 -0.089 3.133
C -0.137 -1.455 3.318
C -2.522 -1.034 2.176
N -2.147 -1.395 0.829
C -3.116 -1.752 -0.005
N -2.799 -2.128 -1.262
C -3.728 -1.983 -2.379
C -1.462 -2.559 -1.610
N -4.448 -1.822 0.326
C -5.214 -0.702 0.853
C -5.254 -2.967 -0.085
C 1.777 0.092 3.586
C 2.864 -0.215 2.556
N 2.540 0.361 1.260
C 3.542 0.706 0.439
N 4.767 0.145 0.476
C 5.979 0.924 0.211
C 5.013 -1.243 0.838
N 3.344 1.705 -0.445
C 3.975 1.732 -1.759
C 2.495 2.847 -0.138
N -0.823 4.382 0.925
C -1.907 5.362 0.842
C 0.421 4.910 1.467
H -1.633 3.145 -2.545
H -1.030 4.482 -1.558
H -2.777 4.229 -1.733
H -3.368 1.805 -1.309
H -2.984 1.367 0.364
H -1.985 0.770 -0.989
H -0.643 3.130 3.116
H 0.953 2.495 2.766
H -1.495 0.839 3.453
H -0.259 1.309 4.607
H 0.237 -1.843 4.275
H 1.403 -1.905 1.968
H -2.515 0.059 2.247
H -3.540 -1.337 2.416
H -4.574 -1.366 -2.093
H -4.090 -2.951 -2.730
H -3.205 -1.491 -3.199
H -1.044 -3.134 -0.791
H -0.802 -1.717 -1.836
H -1.521 -3.198 -2.491
H -4.588 0.177 0.966
H -5.671 -0.943 1.816
H -6.019 -0.453 0.156
H -4.612 -3.782 -0.409
H -5.949 -2.719 -0.890
H -5.839 -3.307 0.771
H 1.960 -0.500 4.489
H 1.884 1.135 3.872
H 3.066 -1.293 2.516
H 3.787 0.220 2.948
H 5.747 1.985 0.187
H 6.446 0.632 -0.730
H 6.687 0.744 1.019
H 4.104 -1.825 0.740
H 5.408 -1.339 1.852
H 5.754 -1.651 0.150
H 4.407 0.761 -1.987
H 4.754 2.495 -1.821
H 3.207 1.953 -2.500
H 2.215 2.806 0.912
H 1.599 2.858 -0.760
H 3.056 3.767 -0.319
H -2.829 4.889 0.519
H -1.656 6.169 0.152
H -2.068 5.794 1.831
H 1.215 4.174 1.393
H 0.312 5.223 2.508
H 0.712 5.784 0.884
C 2.681 -4.271 -1.594
C 2.213 -5.349 -0.862
C 1.414 -5.113 0.248
C 1.131 -3.798 0.586
N 1.624 -2.750 -0.086
C 2.365 -2.989 -1.165
C 0.218 -3.434 1.710
C -0.819 -4.295 2.063
C -1.779 -4.126 3.082
C -2.117 -2.967 3.698
C -1.662 -1.585 3.351
N 0.499 -2.255 2.257
H 3.290 -4.415 -2.476
H 2.460 -6.362 -1.151
H 1.040 -5.938 0.839
H 2.714 -2.117 -1.708
H -0.842 -5.232 1.524
H -2.323 -5.017 3.372
H -2.878 -3.026 4.468
H -1.965 -0.967 4.200
C 0.596 0.534 -1.620
C 0.501 0.789 -2.803
C 0.425 1.088 -4.203
C 0.246 0.058 -5.130
C 0.169 0.354 -6.480
C 0.272 1.670 -6.912
C 0.455 2.696 -5.994
C 0.532 2.410 -4.642
H 0.173 -0.966 -4.787
H 0.031 -0.442 -7.200
H 0.214 1.896 -7.968
H 0.541 3.719 -6.335
H 0.683 3.205 -3.921



Computed, not measured: a 11-piece molecular cluster, C39H62Br4O27 overall at a distorted geometry, with the ωB97M-V functional and the def2-TZVPD basis.

Properties
HOMO energy in eV: -10.33
Orbital gap in eV: 10.4
Structure (SMILES): C[C@H]1COC(=O)O1.C[C@H]1COC(=O)O1.C[C@H]1COC(=O)O1.C[C@H]1COC(=O)O1.C[C@H]1COC(=O)O1.C[C@H]1COC(=O)O1.C[C@H]1COC(=O)O1.C[C@H]1COC(=O)O1.COC(=O)OC.BrCCBr.BrCCBr
Electronic energy in hartree: -13850.61959

Atoms and positions in Å:
C 3.443 -7.519 -2.237
C 4.164 -7.723 -3.564
C 3.491 -7.332 -4.866
O 4.449 -6.409 -5.458
C 5.509 -6.240 -4.619
O 6.412 -5.460 -4.853
O 5.274 -6.795 -3.478
H 4.135 -7.780 -1.436
H 2.631 -8.230 -2.390
H 2.864 -6.602 -2.127
H 4.662 -8.689 -3.641
H 2.580 -6.861 -4.496
H 3.366 -8.177 -5.543
C 10.248 0.134 0.166
C 9.340 -0.033 -1.048
C 7.919 0.173 -0.469
O 7.409 1.217 -1.263
C 8.340 1.658 -2.214
O 8.116 2.525 -3.075
O 9.573 1.083 -1.881
H 10.242 -0.836 0.663
H 10.032 0.986 0.810
H 11.308 0.276 -0.046
H 9.485 -1.008 -1.512
H 7.823 0.499 0.566
H 7.544 -0.850 -0.518
C -7.357 5.506 -7.751
C -8.127 5.022 -6.525
C -8.458 3.530 -6.653
O -7.519 2.940 -5.788
C -6.989 3.872 -5.014
O -6.387 3.524 -4.005
O -7.275 5.056 -5.420
H -8.040 5.461 -8.599
H -6.359 5.069 -7.777
H -7.070 6.541 -7.566
H -8.903 5.706 -6.181
H -8.253 3.087 -7.628
H -9.472 3.421 -6.271
C 0.232 0.417 -1.355
C 0.568 0.328 0.172
C -0.786 0.223 0.943
O -0.420 -0.511 2.049
C 0.745 -1.184 1.777
O 1.033 -2.218 2.361
O 1.156 -0.856 0.553
H -0.280 -0.325 -1.968
H 1.014 0.822 -1.996
H -0.425 1.278 -1.476
H 1.237 1.110 0.530
H -1.516 -0.293 0.320
H -1.037 1.194 1.370
C -2.287 -3.812 -10.916
C -3.605 -3.052 -10.792
C -3.677 -2.350 -9.501
O -3.641 -0.914 -9.796
C -3.826 -0.792 -11.095
O -3.910 0.303 -11.629
O -3.697 -1.986 -11.664
H -2.348 -4.485 -11.771
H -2.134 -4.369 -9.991
H -1.629 -2.951 -11.035
H -4.475 -3.695 -10.926
H -2.818 -2.629 -8.890
H -4.561 -2.490 -8.879
C 4.216 8.568 -2.025
C 2.769 8.912 -2.280
C 2.034 7.673 -2.904
O 0.814 7.822 -2.211
C 0.940 8.524 -1.057
O 0.048 8.820 -0.191
O 2.202 8.832 -0.933
H 4.744 8.638 -2.976
H 4.218 7.551 -1.635
H 4.561 9.275 -1.271
H 2.573 9.883 -2.734
H 2.539 6.743 -2.645
H 1.917 7.619 -3.986
C -3.552 0.374 9.568
C -4.857 0.713 8.824
C -4.990 -0.279 7.582
O -6.397 -0.713 7.879
C -6.990 0.048 8.927
O -8.203 0.121 9.203
O -5.981 0.671 9.617
H -3.340 1.042 10.402
H -2.600 0.201 9.066
H -3.882 -0.512 10.111
H -4.828 1.722 8.412
H -4.225 -1.052 7.643
H -4.882 0.171 6.596
C 2.685 -7.088 8.872
C 4.074 -7.872 8.973
C 4.650 -7.978 7.588
O 5.935 -7.682 7.841
C 6.056 -7.016 9.038
O 7.045 -6.319 9.409
O 4.906 -7.039 9.686
H 2.243 -6.881 9.846
H 1.892 -7.601 8.328
H 2.807 -6.131 8.364
H 3.977 -8.872 9.395
H 4.166 -7.239 6.949
H 4.549 -9.002 7.230
C 4.979 1.372 7.505
O 5.196 2.693 6.962
C 4.155 3.334 6.780
O 3.042 2.999 7.252
O 4.453 4.595 6.383
C 3.518 5.456 5.815
H 4.399 1.235 8.418
H 5.897 0.794 7.607
H 4.603 0.683 6.749
H 4.003 5.998 5.003
H 3.279 6.212 6.563
H 2.561 5.049 5.488
Br -8.471 9.849 -0.182
C -7.435 8.945 1.289
C -7.165 7.500 1.047
Br -6.307 6.593 2.686
H -8.016 9.039 2.206
H -6.591 9.580 1.557
H -6.449 7.461 0.225
H -7.985 6.868 0.706
Br -4.303 -9.117 -0.661
C -5.793 -7.773 -0.767
C -5.628 -6.856 -2.054
Br -4.287 -5.488 -1.769
H -5.793 -7.134 0.116
H -6.771 -8.251 -0.832
H -6.565 -6.366 -2.315
H -5.422 -7.421 -2.963



Computed, not measured: C39H63BrGeNPSeV as an isolated structure at a distorted geometry, with the ωB97M-V functional and the def2-TZVPD basis.

Properties
2S+1: 3
HOMO energy (alpha / beta) in eV: -17.06 / -17.03
Charge: +3
Orbital gap (alpha / beta) in eV: 6.8 / 7.5
Electronic energy in hartree: -9915.43770

Atoms and positions in Å:
V -0.098 0.398 -0.222
C -5.486 -1.996 -0.158
C -4.737 -0.648 -0.124
C -5.479 0.397 -0.957
C -3.310 -0.890 -0.555
C -2.387 -1.415 0.361
C -1.118 -1.814 -0.020
C -0.370 -2.796 0.891
C -0.570 -2.570 2.395
C -0.873 -4.217 0.556
C -0.648 -1.504 -1.352
C -1.588 -0.991 -2.308
C -2.886 -0.712 -1.863
C -1.386 -0.693 -3.801
C -0.309 -1.428 -4.605
C -1.297 0.834 -3.984
C 0.656 -2.165 -1.776
C 0.524 -3.435 -2.330
C 1.627 -4.202 -2.654
C 2.902 -3.710 -2.409
C 3.054 -2.439 -1.885
C 1.945 -1.638 -1.575
P 2.213 0.084 -1.031
C 3.001 1.044 -2.442
C 1.934 1.298 -3.510
C 4.137 0.242 -3.080
C 3.535 2.391 -1.935
C 3.274 0.094 0.510
C 2.672 -0.968 1.437
C 3.149 1.474 1.185
C 4.755 -0.222 0.289
H -6.532 -1.843 0.122
H -5.053 -2.723 0.535
H -5.463 -2.423 -1.167
H -4.702 -0.317 0.918
H -5.704 0.030 -1.965
H -4.919 1.335 -1.054
H -6.433 0.633 -0.484
H -2.718 -1.616 1.378
H 0.687 -2.761 0.658
H -1.515 -2.999 2.742
H -0.569 -1.531 2.687
H 0.228 -3.075 2.948
H -1.967 -4.257 0.608
H -0.477 -4.913 1.299
H -0.557 -4.566 -0.427
H -3.601 -0.351 -2.596
H -2.336 -0.995 -4.239
H 0.702 -1.304 -4.218
H -0.325 -1.039 -5.625
H -0.508 -2.500 -4.666
H -0.456 1.245 -3.429
H -2.209 1.334 -3.642
H -1.152 1.084 -5.038
H -0.472 -3.830 -2.502
H 1.492 -5.188 -3.088
H 3.778 -4.307 -2.642
H 4.055 -2.059 -1.739
H 1.476 0.377 -3.872
H 2.417 1.778 -4.367
H 1.150 1.973 -3.168
H 3.782 -0.668 -3.562
H 4.936 -0.007 -2.381
H 4.574 0.875 -3.858
H 2.775 2.998 -1.434
H 3.869 2.957 -2.810
H 4.391 2.296 -1.272
H 1.596 -0.826 1.604
H 3.155 -0.900 2.418
H 2.822 -1.977 1.053
H 2.112 1.803 1.284
H 3.702 2.249 0.660
H 3.565 1.407 2.196
H 4.920 -1.227 -0.101
H 5.248 -0.180 1.266
H 5.262 0.495 -0.354
C -1.024 -0.811 5.761
Ge -0.186 0.913 5.535
C -1.458 2.367 5.594
C 1.358 1.232 6.645
C 0.635 0.797 3.712
Se -0.603 1.128 2.263
C -0.448 3.065 2.272
H -1.466 -0.880 6.760
H -0.286 -1.610 5.660
H -1.823 -0.953 5.027
H -2.012 2.285 6.534
H -2.189 2.325 4.782
H -0.950 3.335 5.593
H 1.061 1.207 7.698
H 1.772 2.219 6.431
H 2.128 0.471 6.491
H 1.003 -0.220 3.625
H 1.468 1.490 3.606
H -0.717 3.375 3.274
H -1.146 3.490 1.557
H 0.573 3.361 2.049
Br -2.854 6.077 -1.970
C -2.067 4.501 -1.456
C -0.685 4.352 -1.531
C -0.134 3.154 -1.165
N -0.884 2.112 -0.714
C -2.230 2.290 -0.603
C -2.850 3.453 -0.973
H -0.050 5.159 -1.880
H 0.931 3.003 -1.214
H -2.799 1.468 -0.207
H -3.927 3.553 -0.882